[1]
Below is a molecular structure, C32H33AlN7O4S in a non-equilibrium geometry, with properties calculated with wB97M-V/def2-TZVPD.

```
78
Properties=species:S:1:pos:R:3:lowdin_charge:R:1
Al -0.679 -0.804 -0.702 0.046
O -4.271 -2.441 -0.544 0.057
C -3.241 -1.857 -0.862 -0.457
N -1.972 -2.199 -0.606 0.025
C -1.781 -3.482 0.031 -0.115
C -0.671 -4.276 -0.619 -0.241
C -0.587 -5.655 -0.437 -0.014
C 0.430 -6.350 -1.062 -0.058
C 1.334 -5.651 -1.852 -0.059
C 1.175 -4.283 -1.966 -0.119
N 0.197 -3.604 -1.364 0.113
C -3.312 -0.604 -1.698 -0.132
C -4.482 -0.159 -2.287 0.031
C -4.400 0.912 -3.161 -0.025
C -3.163 1.489 -3.419 -0.028
C -2.049 1.003 -2.760 -0.082
N -2.136 -0.012 -1.903 0.101
H -1.546 -3.360 1.100 0.131
H -2.710 -4.053 -0.016 0.126
H -1.315 -6.164 0.180 0.119
H 0.513 -7.422 -0.946 0.111
H 2.133 -6.155 -2.376 0.104
H 1.857 -3.696 -2.573 0.108
H -5.404 -0.678 -2.070 0.128
H -5.287 1.285 -3.657 0.118
H -3.059 2.304 -4.120 0.114
H -1.064 1.419 -2.911 0.112
C -2.025 -1.069 4.616 -0.019
N -2.178 -0.599 3.243 -0.151
C -3.466 -0.080 2.804 -0.007
C -1.201 -0.794 2.370 -0.213
O -1.306 -0.483 1.170 0.010
H -2.859 -0.697 5.205 0.090
H -1.100 -0.687 5.046 0.097
H -2.028 -2.158 4.664 0.098
H -3.896 0.526 3.598 0.093
H -4.150 -0.894 2.555 0.108
H -3.322 0.531 1.918 0.088
H -0.282 -1.254 2.740 0.133
N -0.277 1.249 -0.374 -0.254
S 1.031 2.050 -0.747 1.117
C 0.556 3.652 -1.387 -0.389
C 1.558 4.488 -1.864 -0.073
C 1.210 5.721 -2.388 -0.059
C -0.125 6.105 -2.441 -0.062
C -1.115 5.258 -1.972 -0.060
C -0.777 4.019 -1.443 -0.088
C 1.852 2.548 0.757 -0.369
C 3.067 1.944 1.034 -0.079
C 3.711 2.229 2.230 -0.061
C 3.134 3.109 3.131 -0.059
C 1.916 3.715 2.844 -0.056
C 1.269 3.439 1.652 -0.061
H -0.858 1.715 0.316 0.056
H 2.597 4.185 -1.821 0.118
H 1.981 6.382 -2.760 0.114
H -0.390 7.068 -2.857 0.112
H -2.153 5.558 -2.019 0.112
H -1.542 3.338 -1.092 0.098
H 3.503 1.261 0.316 0.097
H 4.664 1.770 2.455 0.111
H 3.637 3.333 4.062 0.113
H 1.480 4.412 3.547 0.113
H 0.330 3.922 1.410 0.117
C 4.245 -1.962 1.715 0.000
N 3.345 -1.592 0.628 -0.035
C 3.801 -1.359 -0.625 -0.042
C 2.995 -1.008 -1.656 0.026
C 1.609 -0.929 -1.344 -0.484
O 0.647 -0.650 -2.130 0.033
N 1.174 -1.169 -0.097 0.189
C 1.980 -1.493 0.944 -0.456
O 1.604 -1.700 2.084 0.064
H 5.263 -1.982 1.335 0.093
H 3.975 -2.941 2.103 0.103
H 4.163 -1.238 2.524 0.094
H 4.870 -1.474 -0.752 0.138
H 3.372 -0.828 -2.648 0.124
```

Strongest force on any atom (eV Å⁻¹): 1.069
ΔE to the lowest compared entry with this formula, charge and spin (kcal/mol): 31.8
HOMO-LUMO gap (eV): 8.9
Net charge: +1
Calculated total energy (eV): -69773.772

---

[2]
Below is a molecular structure, C32H33Cl2FN2PtSi, with properties calculated with wB97M-V/def2-TZVPD.

```
72
Properties=species:S:1:pos:R:3:mulliken_spin:R:1
Pt -0.918 -0.294 -1.502 1.316
C 1.035 -1.082 -1.218 0.437
Si 1.734 -0.609 0.428 -0.115
C 0.679 -1.483 1.755 -0.004
N -0.746 -1.184 1.734 0.091
C -1.683 -2.294 1.777 -0.002
C -2.068 -2.705 3.206 0.003
C -2.350 -1.460 4.074 0.000
C -2.465 -0.202 3.210 0.009
C -1.159 0.011 2.451 -0.004
C 3.471 -1.289 0.752 0.016
C 3.701 -2.668 0.715 -0.004
C 4.948 -3.204 1.002 0.002
C 6.003 -2.363 1.332 0.002
C 5.802 -0.990 1.366 0.000
C 4.550 -0.461 1.077 0.001
C 1.848 1.247 0.695 0.001
C 1.951 1.812 1.967 0.013
C 2.123 3.180 2.133 -0.004
C 2.201 4.012 1.023 0.004
C 2.109 3.469 -0.252 -0.013
C 1.934 2.100 -0.409 0.032
H 0.935 -2.167 -1.301 0.032
H 1.638 -0.721 -2.057 0.026
H 1.112 -1.299 2.756 0.002
H 0.824 -2.549 1.548 -0.005
H -1.249 -3.142 1.247 0.001
H -2.589 -2.010 1.236 0.005
H -1.262 -3.294 3.647 0.000
H -2.949 -3.351 3.151 0.001
H -1.524 -1.304 4.773 0.000
H -3.248 -1.604 4.677 0.000
H -2.658 0.676 3.828 0.000
H -3.299 -0.290 2.508 0.001
H -0.375 0.291 3.171 0.004
H -1.251 0.865 1.774 -0.004
H 2.888 -3.340 0.450 0.000
H 5.100 -4.276 0.968 0.000
H 6.978 -2.776 1.559 0.000
H 6.623 -0.328 1.617 0.000
H 4.410 0.614 1.104 0.000
H 1.899 1.180 2.847 0.000
H 2.194 3.600 3.129 0.000
H 2.338 5.079 1.151 0.000
H 2.166 4.115 -1.122 0.003
H 1.849 1.688 -1.412 0.001
Cl -1.950 3.516 1.551 0.026
C -1.586 3.850 -0.099 0.200
C -1.591 5.151 -0.536 -0.097
C -1.289 5.446 -1.863 0.230
C -0.979 4.422 -2.758 -0.099
C -0.976 3.123 -2.326 0.154
Cl -0.571 1.865 -3.448 0.047
C -1.285 2.741 -0.969 0.004
N -1.279 1.503 -0.540 1.008
H -1.830 5.943 0.162 0.001
H -1.295 6.474 -2.199 0.018
H -0.735 4.643 -3.788 0.001
F -2.253 -2.995 -6.703 0.010
C -2.431 -2.566 -5.440 0.153
C -2.813 -1.257 -5.223 -0.082
C -2.989 -0.819 -3.924 0.199
C -2.769 -1.675 -2.821 -0.138
C -2.906 -1.202 -1.458 0.419
C -2.414 -3.014 -3.102 0.115
C -2.241 -3.457 -4.397 -0.066
H -2.975 -0.600 -6.068 -0.004
H -3.306 0.200 -3.738 0.015
H -3.001 -1.968 -0.697 0.006
H -3.548 -0.339 -1.297 0.028
H -2.272 -3.697 -2.273 0.007
H -1.967 -4.482 -4.612 -0.003
```

2S+1: 5
Strongest force on any atom (eV Å⁻¹): 0.946
ΔE to the lowest compared entry with this formula, charge and spin (kcal/mol): 21.8
HOMO-LUMO gap (alpha / beta) (eV): 7.2 / 5.4
<S²>: 6.0867
Net charge: 0
Calculated total energy (eV): -75582.161

---

[3]
Below is a molecular structure, C32H33I2N7OPt in a non-equilibrium geometry, with properties calculated with wB97M-V/def2-TZVPD.

```
76
Properties=species:S:1:pos:R:3:lowdin_charge:R:1
Pt 1.152 -1.726 0.025 1.121
I 1.515 -2.661 5.186 0.904
C 3.045 -2.395 3.775 -0.630
C 4.348 -2.135 4.184 -0.229
C 5.355 -2.000 3.259 -0.657
I 7.309 -1.608 3.965 0.873
C 5.092 -2.115 1.880 -0.212
C 6.060 -2.076 0.853 -0.032
C 5.680 -2.235 -0.452 -0.039
C 4.318 -2.350 -0.760 -0.146
N 3.385 -2.349 0.165 0.007
C 3.744 -2.309 1.472 -0.150
C 2.671 -2.506 2.427 -0.481
O 1.487 -2.779 2.038 -0.225
H 4.571 -2.048 5.238 0.079
H 7.102 -1.940 1.111 0.062
H 6.412 -2.250 -1.248 0.109
H 3.987 -2.438 -1.787 0.111
C -1.028 -2.208 -2.893 0.003
C -1.612 -2.310 -1.529 -0.344
N -0.924 -2.483 -0.424 -0.018
C -1.830 -2.628 0.604 -0.100
C -3.087 -2.548 0.105 -0.022
N -2.943 -2.335 -1.252 -0.009
C -4.024 -2.144 -2.184 -0.066
N -4.771 -0.954 -1.896 -0.064
N -6.087 -1.055 -1.576 0.052
N -6.586 0.109 -1.466 0.071
C -5.604 1.043 -1.718 -0.225
C -5.650 2.437 -1.745 -0.009
C -4.481 3.098 -2.048 -0.078
C -3.284 2.403 -2.298 -0.068
C -3.223 1.027 -2.280 0.002
C -4.414 0.359 -2.003 -0.159
H 0.055 -2.202 -2.793 0.061
H -1.338 -1.301 -3.415 0.074
H -1.319 -3.068 -3.500 0.093
H -1.506 -2.805 1.615 0.115
H -4.057 -2.605 0.570 0.128
H -4.735 -2.967 -2.126 0.143
H -3.607 -2.093 -3.188 0.138
H -6.572 2.959 -1.532 0.115
H -4.475 4.179 -2.092 0.104
H -2.384 2.969 -2.501 0.103
H -2.293 0.500 -2.452 0.086
C -0.831 4.645 1.440 -0.049
C -0.640 3.154 1.572 -0.276
C -1.256 2.444 2.592 -0.032
C -1.018 1.077 2.741 -0.277
C -1.636 0.298 3.868 -0.048
C -0.212 0.437 1.823 -0.019
C 0.374 1.098 0.711 -0.271
C 0.169 2.496 0.660 -0.034
N 1.087 0.384 -0.236 -0.100
C 1.826 1.115 -1.276 -0.624
C 2.898 2.024 -0.653 -0.031
C 0.860 1.889 -2.196 -0.045
C 2.561 0.118 -2.179 -0.083
H -1.530 5.016 2.188 0.071
H -1.216 4.901 0.451 0.073
H 0.120 5.163 1.571 0.080
H -1.906 2.960 3.290 0.109
H -1.840 0.936 4.727 0.075
H -0.979 -0.511 4.189 0.041
H -2.583 -0.145 3.546 0.080
H 0.027 -0.605 1.987 0.066
H 0.633 3.099 -0.104 0.074
H 2.484 2.870 -0.107 0.066
H 3.548 2.407 -1.440 0.086
H 3.502 1.438 0.043 0.090
H 0.245 2.612 -1.669 0.049
H 0.195 1.179 -2.694 0.073
H 1.435 2.416 -2.957 0.085
H 3.483 -0.207 -1.706 0.050
H 2.816 0.588 -3.130 0.088
H 1.929 -0.753 -2.366 0.041
```

Strongest force on any atom (eV Å⁻¹): 1.662
ΔE to the lowest compared entry with this formula, charge and spin (kcal/mol): 38.8
HOMO-LUMO gap (alpha / beta) (eV): 5.7 / 5.3
Net charge: 0
Calculated total energy (eV): -65643.544